(1)
The following is a DFT calculation (ωB97M-V/def2-TZVPD) of C13H26NO3P2Sn as an isolated structure.

The geometry in XYZ format:
```
46
Properties=species:S:1:pos:R:3
Sn 0.15277 0.29130 -0.04920
P -2.34482 0.43574 -0.46460
C -2.22915 1.05181 -2.19546
C -0.84933 1.42390 -2.78221
N 0.28552 1.08911 -2.13370
C 1.52659 1.46134 -2.51368
C 1.66105 2.21271 -3.67046
C 0.53359 2.55330 -4.41080
C -0.71823 2.13951 -3.96559
C 2.71865 1.11984 -1.59812
P 2.54998 -0.29419 -0.43507
H -1.62542 2.39509 -4.49094
H 2.66190 2.52394 -3.94297
H 0.63688 3.14728 -5.31007
H 3.60593 0.84716 -2.19513
H 2.97712 1.99908 -0.97598
H -2.68753 0.29844 -2.78835
H -2.89684 1.93186 -2.25400
H -1.07493 -3.99674 -5.15660
O -2.01296 -4.09840 -5.07176
H -2.36122 -3.76979 -5.91556
H -0.99141 -3.65875 1.17860
O -0.57215 -2.98267 0.58183
H 0.04094 -3.47573 0.00303
C 2.98724 -1.78287 -1.39443
H 3.86366 -1.56387 -2.02603
H 3.21337 -2.61778 -0.70992
H 2.14857 -2.09595 -2.03691
C 3.74238 -0.13877 0.91325
H 3.63858 -0.98839 1.60044
H 4.77166 -0.12293 0.53259
H 3.57045 0.77276 1.49491
C -3.18284 1.77526 0.46052
H -4.15393 2.05442 0.02323
H -3.34477 1.47580 1.50466
H -2.56672 2.67916 0.48637
C -3.52381 -0.97261 -0.48392
H -3.76732 -1.29675 0.54113
H -4.47518 -0.75159 -1.00002
H -3.06546 -1.84482 -0.97597
C -0.23158 1.78888 2.60307
C 0.31101 2.19586 1.26805
O 0.77635 3.26350 0.89118
H -1.24486 2.25012 2.76858
H 0.45460 2.17951 3.40001
H -0.32082 0.65680 2.70768
```

Its highest occupied orbital energy is -8.070 eV. Its LUMO energy is -2.81 eV. Its orbital gap is 0.193 Ha. Its energy is -45936.3503 eV. As for the total charge: +1.

Now the natural (NBO) charges, all in e:
1 Sn 0.50
2 P 0.90
3 C -0.76
4 C 0.26
5 N -0.54
6 C 0.26
7 C -0.22
8 C -0.12
9 C -0.23
10 C -0.77
11 P 0.89
12 H 0.24
13 H 0.24
14 H 0.24
15 H 0.25
16 H 0.29
17 H 0.27
18 H 0.27
19 H 0.46
20 O -0.93
21 H 0.47
22 H 0.48
23 O -0.95
24 H 0.47
25 C -0.94
26 H 0.24
27 H 0.26
28 H 0.25
29 C -0.94
30 H 0.26
31 H 0.24
32 H 0.26
33 C -0.95
34 H 0.24
35 H 0.25
36 H 0.25
37 C -0.93
38 H 0.26
39 H 0.24
40 H 0.27
41 C -0.78
42 C 0.34
43 O -0.56
44 H 0.26
45 H 0.26
46 H 0.24

=====

(2)
The following is a DFT calculation (ωB97M-V/def2-TZVPD) of a 2-piece molecular cluster, C13H26NO4P2 overall.

The geometry in XYZ format:
```
46
Properties=species:S:1:pos:R:3
C -2.57271 1.26142 -4.22251
C -1.08505 1.91028 -3.81548
O -1.11548 2.07817 -2.35692
P -0.11906 3.38914 -1.80261
C 1.32501 2.19673 -1.26695
C 0.82150 1.34833 0.06847
C 1.30985 1.75630 1.61415
C 0.75241 0.91225 2.94086
C -0.30519 -0.36060 2.79668
C -0.85182 -1.11741 4.15224
C -0.75130 -0.78785 1.26520
C -0.20376 0.03373 -0.04353
P -1.74069 4.78931 -2.37643
N -1.68512 6.18030 -1.55144
H -3.19478 0.97821 -3.24271
H -3.21233 2.11769 -4.74662
H -2.48699 0.36642 -4.97092
H -1.00456 2.89945 -4.43445
H -0.26858 1.11888 -4.10214
H 0.55130 3.56392 -3.06391
H 0.58153 4.53424 -1.26982
H -0.76623 3.24860 -0.49370
H 1.58521 1.51625 -2.18582
H 2.21106 2.92166 -0.96593
H 2.05698 2.66146 1.82244
H 1.11187 1.24348 4.01271
H -0.23507 -2.05988 4.46934
H -1.99116 -1.41100 3.95791
H -0.89623 -0.28250 5.00444
H -1.48846 -1.69817 1.05618
H -0.53121 -0.27761 -1.14682
H -1.57913 5.09941 -3.78970
H -3.03544 4.16423 -2.20864
H -0.89620 6.13329 -0.86882
C 0.92249 -7.19929 1.29711
O 1.69648 -6.34697 2.13886
C 1.63810 -5.03241 1.80738
O 0.99950 -4.55342 0.88338
O 2.41328 -4.34303 2.68219
C 2.44739 -2.93575 2.45322
H 1.04291 -8.22605 1.65335
H -0.13908 -6.93749 1.35410
H 1.27998 -7.14929 0.26354
H 1.44690 -2.50339 2.55637
H 2.86588 -2.71528 1.46588
H 3.09603 -2.48578 3.20984
```

Its highest occupied orbital energy is -3.995 eV. Its LUMO energy is 2.33 eV. Its orbital gap is 0.232 Ha. Its energy is -42148.7899 eV. As for the total charge: -1.

Now the natural (NBO) charges, all in e:
1 C -0.65
2 C -0.09
3 O -0.86
4 P 0.81
5 C -0.77
6 C 0.04
7 C -0.26
8 C -0.25
9 C -0.07
10 C -0.67
11 C -0.25
12 C -0.23
13 P 0.94
14 N -1.38
15 H 0.23
16 H 0.20
17 H 0.19
18 H 0.19
19 H 0.17
20 H -0.18
21 H -0.15
22 H -0.14
23 H 0.22
24 H 0.22
25 H 0.23
26 H 0.21
27 H 0.22
28 H 0.22
29 H 0.22
30 H 0.23
31 H 0.24
32 H -0.10
33 H -0.08
34 H 0.35
35 C -0.25
36 O -0.50
37 C 0.98
38 O -0.63
39 O -0.50
40 C -0.26
41 H 0.19
42 H 0.19
43 H 0.19
44 H 0.21
45 H 0.20
46 H 0.19